Record 1
Here is a 4-piece molecular cluster, C17H40NO15P3S overall in a non-equilibrium geometry from the Open Molecules 2025 dataset. Energies are from ωB97M-V/def2-TZVPD.

Last column: Löwdin charge in e.
Atoms and positions in Å:
C -4.50 1.02 -1.63  0.16
C -4.99 1.82 -2.36  -0.14
C -5.56 2.92 -3.13  -0.29
C -5.95 4.09 -2.18  -0.31
C -4.70 4.73 -1.62  -0.21
N -4.95 5.47 -0.38  -0.09
C -5.52 4.62 0.67  -0.13
C -6.76 5.05 -3.01  -0.15
C -8.09 4.45 -3.31  -0.19
O -7.99 3.41 -4.29  -0.21
S -6.97 2.22 -4.06  0.65
O -7.59 1.23 -3.23  -0.25
O -6.49 1.86 -5.36  -0.26
H -4.15 0.32 -0.91  0.05
H -4.84 3.27 -3.86  0.15
H -6.59 3.65 -1.42  0.14
H -4.35 5.45 -2.36  0.13
H -3.90 4.00 -1.48  0.11
H -4.03 5.73 -0.04  0.08
H -5.33 3.56 0.50  0.07
H -6.61 4.73 0.70  0.07
H -5.11 4.88 1.63  0.07
H -6.24 5.19 -3.96  0.14
H -6.90 6.01 -2.51  0.13
H -8.75 5.20 -3.73  0.13
H -8.57 4.09 -2.40  0.13
C 0.70 1.95 -0.73  -0.07
O -0.52 2.71 -0.60  -0.20
P -1.00 3.22 0.80  0.32
O -2.08 4.21 0.71  -0.22
O 0.28 3.70 1.60  -0.22
C 0.93 4.91 1.18  -0.08
O -1.36 1.88 1.56  -0.20
C -1.84 1.98 2.91  -0.08
H 1.45 2.58 -1.21  0.09
H 1.08 1.60 0.23  0.05
H 0.50 1.09 -1.37  0.09
H 0.29 5.49 0.50  0.09
H 1.86 4.66 0.68  0.09
H 1.13 5.51 2.07  0.09
H -2.53 2.81 3.02  0.08
H -0.99 2.10 3.59  0.09
H -2.35 1.05 3.14  0.09
C 1.14 -3.64 1.10  -0.08
O 1.16 -2.20 1.03  -0.20
P 2.02 -1.34 2.03  0.32
O 2.16 0.05 1.62  -0.22
O 3.38 -2.13 2.23  -0.22
C 4.32 -2.16 1.13  -0.07
O 1.31 -1.58 3.42  -0.21
C 1.87 -0.93 4.57  -0.08
H 1.70 -4.04 0.26  0.09
H 1.58 -4.00 2.03  0.09
H 0.11 -3.96 1.04  0.09
H 4.07 -1.42 0.37  0.09
H 4.32 -3.16 0.69  0.07
H 5.31 -1.96 1.53  0.09
H 2.17 0.09 4.33  0.09
H 2.72 -1.50 4.94  0.09
H 1.09 -0.91 5.33  0.09
C 7.28 -6.65 -2.42  -0.08
O 6.48 -5.90 -1.49  -0.20
P 6.38 -6.31 0.03  0.32
O 5.76 -5.28 0.86  -0.22
O 7.84 -6.74 0.47  -0.22
C 8.84 -5.72 0.62  -0.08
O 5.65 -7.71 -0.03  -0.21
C 5.40 -8.39 1.21  -0.08
H 8.16 -6.06 -2.67  0.09
H 7.59 -7.60 -2.00  0.09
H 6.69 -6.82 -3.31  0.09
H 8.39 -4.72 0.65  0.09
H 9.54 -5.78 -0.21  0.09
H 9.37 -5.89 1.56  0.09
H 5.08 -7.68 1.98  0.09
H 6.30 -8.90 1.54  0.09
H 4.61 -9.11 1.03  0.09

***

Record 2
Here is a 10-piece molecular cluster, C34H93N13O15 overall in a non-equilibrium geometry from the Open Molecules 2025 dataset. Energies are from ωB97M-V/def2-TZVPD.

Energy relative to the best compared isomer or geometry (same formula, charge and spin) = 3.641 eV

Last column: Löwdin charge in e.
Atoms and positions in Å:
C 22.97 10.00 13.42  -0.12
O 21.81 9.71 14.14  -0.20
C 20.97 10.86 14.39  -0.18
C 19.57 10.28 14.77  -0.20
N 19.51 9.68 16.10  -0.04
C 18.21 9.00 16.19  -0.19
C 18.18 8.30 17.57  -0.13
O 16.79 7.88 17.91  -0.29
C 16.74 6.76 18.85  -0.07
H 23.35 10.99 13.66  0.08
H 22.78 9.88 12.36  0.08
H 23.75 9.29 13.72  0.08
H 20.88 11.44 13.47  0.10
H 21.41 11.57 15.10  0.11
H 19.39 9.49 14.04  0.09
H 18.87 11.09 14.59  0.10
H 20.27 9.02 16.13  0.11
H 17.97 8.28 15.41  0.12
H 17.46 9.80 16.14  0.10
H 18.59 8.88 18.40  0.12
H 18.76 7.38 17.50  0.11
H 17.44 6.88 19.68  0.09
H 16.93 5.82 18.32  0.09
H 15.73 6.72 19.27  0.09
C 10.65 10.56 14.06  -0.06
O 10.94 11.90 13.56  -0.19
C 12.24 12.08 13.06  -0.20
C 12.35 13.62 12.74  -0.20
N 11.63 13.97 11.54  -0.06
C 11.46 15.41 11.45  -0.22
C 10.71 15.72 10.17  -0.24
O 9.55 14.92 9.94  -0.18
C 8.81 15.44 8.78  -0.08
H 11.13 10.52 15.05  0.06
H 10.83 9.70 13.42  0.08
H 9.60 10.43 14.31  0.08
H 12.49 11.56 12.14  0.11
H 12.90 11.78 13.88  0.11
H 13.41 13.86 12.66  0.08
H 11.90 14.16 13.58  0.12
H 10.70 13.58 11.51  0.12
H 12.37 16.00 11.45  0.11
H 10.94 15.83 12.31  0.12
H 11.43 15.58 9.37  0.12
H 10.47 16.79 10.21  0.12
H 8.48 16.45 9.01  0.07
H 7.92 14.95 8.40  0.08
H 9.47 15.64 7.94  0.08
C 18.93 13.78 11.92  -0.09
O 19.11 13.61 13.35  -0.22
C 19.92 14.68 13.95  -0.18
C 19.97 14.37 15.39  -0.23
N 18.78 14.72 16.18  -0.02
C 17.71 13.72 15.95  -0.22
C 16.57 14.03 16.84  -0.22
O 16.89 13.43 18.13  -0.20
C 16.26 14.08 19.26  -0.08
H 18.20 14.53 11.61  0.08
H 18.69 12.84 11.41  0.06
H 19.86 14.14 11.48  0.08
H 19.45 15.65 13.82  0.12
H 20.92 14.67 13.52  0.12
H 20.80 14.86 15.90  0.12
H 20.37 13.38 15.62  0.10
H 18.94 14.70 17.18  0.10
H 17.99 12.67 16.05  0.12
H 17.26 13.96 14.98  0.09
H 15.74 13.51 16.38  0.09
H 16.32 15.09 16.88  0.13
H 16.53 13.52 20.16  0.09
H 15.18 14.16 19.14  0.06
H 16.77 15.04 19.27  0.08
C 13.29 12.44 16.90  -0.09
O 11.86 12.39 17.03  -0.18
C 11.38 11.40 17.87  -0.24
C 11.71 11.45 19.38  -0.18
N 11.39 12.68 20.15  -0.02
C 12.46 13.72 20.07  -0.24
C 12.33 14.74 21.14  -0.20
O 11.12 15.57 20.92  -0.21
C 11.24 16.81 21.67  -0.11
H 13.99 12.45 17.74  0.08
H 13.52 13.34 16.34  0.08
H 13.63 11.66 16.22  0.06
H 11.74 10.51 17.35  0.11
H 10.30 11.47 17.75  0.13
H 12.69 11.03 19.63  0.11
H 10.96 10.82 19.85  0.11
H 10.79 13.19 19.52  0.10
H 12.58 14.21 19.10  0.12
H 13.43 13.22 20.18  0.10
H 13.19 15.40 21.20  0.11
H 12.19 14.29 22.12  0.12
H 12.12 17.36 21.32  0.07
H 11.42 16.53 22.71  0.08
H 10.40 17.47 21.49  0.08
C 18.44 11.38 8.80  -0.10
O 19.50 10.82 9.51  -0.19
C 19.26 10.01 10.68  -0.17
C 18.18 8.88 10.67  -0.20
N 18.29 8.11 11.92  -0.05
C 17.53 6.89 12.04  -0.17
C 16.00 7.09 11.75  -0.20
O 15.25 7.77 12.73  -0.22
C 13.88 7.54 12.53  -0.11
H 17.93 12.07 9.47  0.07
H 17.83 10.51 8.56  0.06
H 18.74 11.78 7.83  0.10
H 19.14 10.51 11.65  0.10
H 20.21 9.51 10.83  0.12
H 18.28 8.21 9.82  0.12
H 17.21 9.36 10.52  0.07
H 17.94 8.65 12.70  0.07
H 17.60 6.42 13.03  0.12
H 17.94 6.14 11.36  0.11
H 15.49 6.13 11.74  0.11
H 15.81 7.64 10.82  0.10
H 13.57 6.50 12.63  0.09
H 13.45 7.80 11.56  0.08
H 13.20 8.07 13.21  0.08
N 15.71 8.20 7.91  0.19
C 14.65 8.80 8.32  -0.81
N 13.62 8.11 8.09  0.18
O 14.66 9.93 8.80  0.02
H 15.49 7.27 7.57  0.12
H 16.57 8.66 8.14  0.10
H 12.71 8.51 8.29  0.14
H 13.68 7.16 7.74  0.12
N 14.72 14.60 10.18  0.17
C 14.93 13.53 9.40  -0.75
N 14.15 12.60 9.81  0.19
O 15.82 13.42 8.56  0.01
H 15.27 15.45 10.23  0.11
H 13.97 14.51 10.85  0.05
H 14.11 11.75 9.28  0.08
H 13.44 12.75 10.52  0.08
N 14.72 9.23 16.19  0.19
C 13.89 8.22 16.27  -0.71
N 14.38 7.22 17.01  0.17
O 12.77 8.25 15.73  -0.03
H 15.56 9.14 16.74  0.08
H 14.60 9.94 15.48  0.07
H 15.35 7.35 17.26  0.03
H 13.87 6.35 17.01  0.11
N 15.91 12.46 12.50  0.20
C 15.90 11.37 13.17  -0.71
N 15.77 10.36 12.30  0.20
O 15.75 11.29 14.38  0.02
H 15.89 12.44 11.49  0.09
H 15.89 13.37 12.92  0.07
H 15.74 9.39 12.57  0.06
H 15.47 10.77 11.42  0.09
O 15.49 15.27 13.27  -0.04
H 15.65 15.87 12.55  0.04
H 16.00 15.62 14.00  0.05

***

Record 3
Here is C47H38N6O6S2Y as an isolated structure in a non-equilibrium geometry from the Open Molecules 2025 dataset. Energies are from ωB97M-V/def2-TZVPD.

Energy relative to the best compared isomer or geometry (same formula, charge and spin) = 0.513 eV
Total charge = -1

Last column: Löwdin charge in e.
Atoms and positions in Å:
Y -0.97 0.66 -0.10  1.41
O -1.17 4.10 -2.84  0.03
C -1.14 3.32 -1.89  -0.49
N -0.98 1.99 -1.89  -0.04
C -1.16 1.24 -3.07  -0.21
C -0.68 1.58 -4.33  -0.03
C -0.95 0.76 -5.42  -0.11
C -1.71 -0.39 -5.26  -0.11
C -2.22 -0.73 -4.01  -0.02
C -1.97 0.09 -2.92  -0.20
N -2.43 -0.14 -1.61  -0.01
C -3.60 -0.71 -1.34  -0.48
O -4.48 -1.12 -2.11  0.03
C -3.85 -0.83 0.16  -0.19
C -4.78 -1.77 0.59  0.00
C -4.98 -1.93 1.95  -0.05
C -4.28 -1.12 2.83  -0.05
C -3.41 -0.19 2.31  -0.15
N -3.18 -0.04 1.00  0.05
C -1.50 3.85 -0.51  -0.17
C -1.70 5.21 -0.34  0.00
C -2.23 5.67 0.85  -0.04
C -2.59 4.75 1.82  -0.06
C -2.35 3.41 1.58  -0.14
N -1.79 2.96 0.45  0.05
H -0.12 2.49 -4.46  0.10
H -0.57 1.02 -6.40  0.09
H -1.92 -1.03 -6.11  0.09
H -2.83 -1.61 -3.89  0.10
H -5.31 -2.34 -0.16  0.12
H -5.69 -2.67 2.31  0.10
H -4.40 -1.22 3.90  0.10
H -2.85 0.46 2.97  0.06
H -1.45 5.86 -1.16  0.12
H -2.37 6.73 1.03  0.11
H -3.03 5.06 2.76  0.11
H -2.61 2.66 2.32  0.09
C 1.98 5.67 -0.40  -0.05
C 2.14 4.18 -0.58  -0.28
C 2.38 3.37 0.52  -0.06
C 2.52 2.00 0.38  -0.11
C 2.44 1.42 -0.88  -0.12
C 2.21 2.22 -1.99  -0.09
C 2.06 3.59 -1.84  -0.06
H 2.95 6.13 -0.20  0.08
H 1.33 5.88 0.46  0.07
H 1.56 6.13 -1.29  0.07
H 2.45 3.81 1.51  0.10
H 2.73 1.38 1.25  0.09
H 2.61 0.36 -1.01  0.09
H 2.16 1.78 -2.98  0.10
H 1.85 4.21 -2.70  0.11
O -0.53 5.57 4.01  -0.31
S 0.20 4.39 4.38  0.63
O 1.50 4.58 4.95  -0.30
N 0.29 3.30 3.14  -0.07
C -0.12 2.13 3.52  -0.79
S -0.06 0.69 2.60  0.65
C -0.75 2.09 4.88  -0.24
C -1.36 1.02 5.52  -0.04
C -1.97 1.26 6.75  -0.07
C -1.99 2.53 7.31  -0.08
C -1.36 3.59 6.68  -0.04
C -0.75 3.34 5.47  -0.22
H -1.34 0.04 5.07  0.09
H -2.46 0.44 7.26  0.10
H -2.48 2.69 8.26  0.10
H -1.36 4.59 7.10  0.12
C 5.56 -6.07 -0.33  -0.05
C 4.99 -5.13 -1.36  -0.24
C 5.70 -4.88 -2.54  -0.06
C 5.22 -3.98 -3.47  -0.09
C 4.00 -3.36 -3.28  -0.02
C 3.25 -3.63 -2.13  -0.21
N 1.96 -3.06 -2.01  0.10
C 0.82 -3.82 -1.82  -0.20
C 0.76 -5.15 -2.26  -0.02
C -0.41 -5.88 -2.14  -0.09
C -1.54 -5.32 -1.56  -0.09
C -1.48 -4.03 -1.07  -0.01
C -0.31 -3.28 -1.18  -0.06
C -0.29 -1.93 -0.56  -0.59
O 0.48 -1.01 -1.01  -0.11
O -1.05 -1.69 0.41  -0.09
C 3.77 -4.48 -1.14  -0.17
C 3.04 -4.68 0.17  -0.02
H 6.38 -6.65 -0.75  0.07
H 4.80 -6.76 0.04  0.08
H 5.94 -5.51 0.53  0.08
H 6.64 -5.39 -2.71  0.10
H 5.79 -3.78 -4.37  0.10
H 3.58 -2.68 -4.01  0.11
H 1.85 -2.08 -1.79  0.11
H 1.63 -5.59 -2.73  0.11
H -0.43 -6.90 -2.50  0.10
H -2.46 -5.89 -1.50  0.09
H -2.33 -3.57 -0.59  0.11
H 2.52 -5.64 0.19  0.09
H 2.30 -3.90 0.33  0.08
H 3.74 -4.66 1.00  0.08

***

Record 4
Here is a 11-piece molecular cluster, C30H86N4O18 overall in a non-equilibrium geometry from the Open Molecules 2025 dataset. Energies are from ωB97M-V/def2-TZVPD.

Energy relative to the best compared isomer or geometry (same formula, charge and spin) = 1.898 eV

Last column: Löwdin charge in e.
Atoms and positions in Å:
C 1.17 -3.61 0.02  -0.09
O 1.31 -2.21 0.22  -0.20
C 0.20 -1.50 -0.23  -0.23
C 0.26 -0.10 0.33  -0.38
C -1.05 0.61 -0.10  -0.05
N 1.42 0.58 -0.26  0.08
H 0.75 -3.77 -0.98  0.09
H 0.53 -4.12 0.75  0.07
H 2.16 -4.06 0.13  0.09
H 0.11 -1.51 -1.33  0.12
H -0.71 -2.01 0.11  0.13
H 0.23 -0.22 1.42  0.15
H -1.04 1.68 0.07  0.06
H -1.85 0.22 0.54  0.06
H -1.31 0.34 -1.13  0.08
H 1.78 1.21 0.46  0.06
H 2.13 -0.13 -0.39  0.05
C -5.65 -6.76 3.09  -0.12
O -5.41 -7.00 1.73  -0.18
C -4.64 -6.00 1.11  -0.21
C -3.24 -5.83 1.68  -0.45
C -2.40 -4.89 0.85  -0.06
N -2.56 -7.15 1.78  0.05
H -6.37 -7.48 3.45  0.09
H -6.04 -5.74 3.23  0.09
H -4.74 -6.85 3.70  0.08
H -4.54 -6.20 0.04  0.13
H -5.20 -5.05 1.16  0.13
H -3.30 -5.49 2.71  0.10
H -2.99 -4.05 0.48  0.08
H -1.95 -5.41 0.00  0.08
H -1.57 -4.51 1.45  0.05
H -2.41 -7.49 0.83  0.07
H -3.24 -7.81 2.14  0.06
C 4.20 -1.31 0.92  -0.10
O 5.41 -0.66 0.64  -0.18
C 5.28 0.63 0.08  -0.22
C 6.64 1.11 -0.38  -0.42
C 7.53 1.34 0.84  -0.06
N 6.56 2.39 -1.08  0.04
H 4.22 -2.31 0.50  0.08
H 3.32 -0.78 0.53  0.04
H 4.03 -1.38 2.00  0.09
H 4.59 0.56 -0.77  0.12
H 4.83 1.33 0.80  0.13
H 7.14 0.43 -1.06  0.15
H 7.28 2.29 1.32  0.07
H 8.59 1.30 0.60  0.07
H 7.36 0.58 1.62  0.07
H 6.18 2.32 -2.02  0.05
H 6.11 3.16 -0.62  0.07
C -1.04 5.16 -1.68  -0.11
O -1.14 6.30 -0.88  -0.19
C -1.92 7.30 -1.47  -0.24
C -2.14 8.42 -0.47  -0.43
C -3.00 7.90 0.68  -0.05
N -2.74 9.54 -1.22  0.03
H -0.48 4.39 -1.15  0.05
H -0.55 5.37 -2.64  0.10
H -2.03 4.76 -1.95  0.09
H -1.46 7.65 -2.41  0.13
H -2.90 6.90 -1.81  0.12
H -1.14 8.70 -0.15  0.14
H -2.40 7.27 1.33  0.07
H -3.80 7.29 0.25  0.08
H -3.55 8.69 1.20  0.07
H -3.42 9.17 -1.87  0.07
H -3.30 10.11 -0.58  0.06
O 4.69 3.42 -3.21  -0.06
C 3.56 3.26 -2.40  -0.27
C 2.51 2.32 -2.96  -0.26
O 1.30 2.49 -2.26  -0.11
H 4.48 4.03 -3.92  0.09
H 3.87 2.96 -1.39  0.10
H 3.02 4.19 -2.16  0.13
H 2.81 1.27 -2.85  0.11
H 2.40 2.56 -4.03  0.12
H 1.18 1.70 -1.69  0.02
O 1.95 2.79 1.63  -0.08
C 0.79 3.60 1.45  -0.24
C 0.92 4.95 2.08  -0.21
O 0.60 4.76 3.47  -0.08
H 2.22 2.79 2.56  0.10
H 0.74 3.69 0.36  0.10
H -0.15 3.18 1.83  0.12
H 0.22 5.68 1.66  0.11
H 1.94 5.32 2.02  0.13
H 0.90 5.51 3.99  0.08
O 2.49 -3.42 -4.51  -0.05
C 2.94 -2.77 -3.34  -0.27
C 4.04 -3.57 -2.72  -0.24
O 5.20 -3.56 -3.55  -0.06
H 1.99 -2.78 -5.04  0.03
H 3.36 -1.79 -3.61  0.12
H 2.12 -2.66 -2.62  0.10
H 3.70 -4.59 -2.53  0.12
H 4.39 -3.10 -1.80  0.11
H 4.98 -4.09 -4.33  0.08
O 3.14 -5.55 3.30  -0.06
C 2.66 -4.69 4.32  -0.26
C 1.59 -3.76 3.77  -0.26
O 0.31 -4.35 3.66  -0.06
H 4.00 -5.88 3.57  0.08
H 2.25 -5.26 5.17  0.12
H 3.48 -4.10 4.74  0.12
H 1.97 -3.45 2.79  0.10
H 1.64 -2.93 4.48  0.12
H 0.42 -5.30 3.58  0.09
O -5.89 1.12 0.72  -0.07
C -5.03 2.13 0.23  -0.26
C -5.66 2.78 -0.98  -0.26
O -7.00 3.18 -0.75  -0.06
H -5.53 0.84 1.58  0.05
H -4.79 2.89 0.98  0.12
H -4.07 1.68 -0.05  0.11
H -5.62 2.08 -1.83  0.12
H -5.08 3.66 -1.27  0.11
H -7.47 2.37 -0.52  0.08
O -4.82 -0.34 2.95  -0.07
C -3.49 -0.75 3.27  -0.22
C -3.46 -1.97 4.14  -0.25
O -3.99 -3.06 3.41  -0.06
H -5.42 -0.53 3.68  0.10
H -3.03 -1.01 2.31  0.11
H -2.94 0.06 3.75  0.12
H -4.05 -1.74 5.06  0.12
H -2.46 -2.22 4.51  0.12
H -3.97 -3.87 3.93  0.08
O 0.72 -2.06 -6.36  -0.07
C 0.36 -1.02 -5.43  -0.22
C -0.88 -1.39 -4.63  -0.23
O -1.85 -1.88 -5.55  -0.06
H -0.06 -2.21 -6.89  0.09
H 1.21 -0.91 -4.76  0.11
H 0.21 -0.08 -5.96  0.12
H -1.25 -0.46 -4.19  0.12
H -0.64 -2.11 -3.85  0.11
H -2.72 -1.66 -5.21  0.09

***

Record 5
Here is C2H8N2S as an isolated structure in a non-equilibrium geometry from the Open Molecules 2025 dataset. Energies are from ωB97M-V/def2-TZVPD.

Energy relative to the best compared isomer or geometry (same formula, charge and spin) = 0.781 eV

Last column: Löwdin charge in e.
Atoms and positions in Å:
C -0.06 -2.20 0.49  -0.60
S 0.66 -1.02 1.65  0.44
H 0.24 -2.03 -0.56  0.02
H 0.22 -3.23 0.70  0.01
H -1.14 -2.12 0.44  0.00
N 1.12 1.38 0.05  0.05
C 0.11 1.73 -0.67  -0.28
N -0.93 0.90 -0.95  0.12
H 0.88 0.27 0.69  -0.13
H 1.55 2.21 0.42  0.09
H 0.01 2.77 -0.99  0.13
H -1.82 1.34 -0.78  0.11
H -0.85 -0.01 -0.50  0.05

***

Record 6
Here is one molecule with the formula C5H6O from the Open Molecules 2025 dataset. Energies are from ωB97M-V/def2-TZVPD.

Energy relative to the best compared isomer or geometry (same formula, charge and spin) = 1.103 eV

Last column: Löwdin charge in e.
Atoms and positions in Å:
C -0.66 -1.33 -0.12  -0.10
C -1.14 0.04 0.26  -0.17
C -0.42 1.16 0.18  -0.14
C 1.02 1.23 -0.09  -0.09
C 1.84 0.19 -0.11  -0.20
O 2.60 -0.69 -0.14  0.17
H -0.31 -1.94 0.73  0.09
H 0.15 -1.29 -0.85  0.07
H -1.49 -1.85 -0.59  0.07
H -2.18 0.10 0.58  0.09
H -0.90 2.12 0.33  0.10
H 1.53 2.18 -0.17  0.11

***

Going through the records in order, we get lowest unoccupied orbital energy values of 0.5; 0.3; 1.9; 0.2; 0.5; 0.8 eV.
Going through the records in order, we get HOMO values of -0.314; -0.319; -0.185; -0.319; -0.275; -0.301 Ha.
Going through the records in order, we get electronic energy values of -89186.67037; -86843.18432; -93305.56386; -75314.29490; -16018.01441; -7328.18193 eV.